1.
ORCA calculation (the ωB97M-V functional and the def2-TZVPD basis) on a molecular structure, CH7N6.

Computed properties:
* energy above the lowest of the compared OMol25 structures with the same formula, charge and spin: 5.813 eV
* Kohn-Sham gap: 8.81 eV
* M: 103.11 g mol⁻¹
* HOMO level: -13.766 eV

The geometry in ORCA input format:
```
! RIJCOSX wB97M-V def2-TZVPD def2/J DEFGRID3
* xyz 1 1
C -0.768 0.104 -0.826
H -0.943 -3.079 -1.124
H -1.759 -0.161 -0.246
N 0.810 -2.450 -2.112
N -0.335 -2.288 -1.545
N 0.965 0.027 0.945
N -0.262 -0.889 -1.444
N -0.388 1.361 -0.987
H 1.367 0.921 0.852
H 0.394 1.659 -1.519
H 1.489 -0.709 0.569
H -0.945 2.046 -0.447
N 1.309 -1.401 -2.142
H 0.514 -0.118 1.863
*
```

2.
ORCA calculation (the ωB97M-V functional and the def2-TZVPD basis) on a single C2H6ClOP molecule.

Computed properties:
* energy above the lowest of the compared OMol25 structures with the same formula, charge and spin: 4.437 eV
* Kohn-Sham gap: 9.09 eV
* M: 112.50 g mol⁻¹
* SMILES string: CP(C)(=O)Cl
* HOMO level: -8.616 eV

The geometry in ORCA input format:
```
! RIJCOSX wB97M-V def2-TZVPD def2/J DEFGRID3
* xyz 0 1
C -0.338 0.325 -1.530
O 1.517 -1.962 -0.305
H -1.409 0.306 1.641
H -0.275 -0.534 -2.252
Cl 1.916 1.238 0.172
H -0.126 1.401 -1.790
C -0.368 -0.212 1.511
H 0.325 0.353 2.110
H -0.434 -1.145 1.864
P 0.585 -0.100 -0.061
H -1.393 0.330 -1.360
*
```

3.
ORCA calculation (the ωB97M-V functional and the def2-TZVPD basis) on 2 unconnected molecules or ions with the total composition C6H14N5.

Computed properties:
* energy above the lowest of the compared OMol25 structures with the same formula, charge and spin: 2.137 eV
* Kohn-Sham gap (alpha / beta): 10.21 / 6.01 eV
* M: 156.21 g mol⁻¹
* expectation value of S²: 0.76
* HOMO level (alpha / beta): -17.305 / -17.305 eV

The geometry in ORCA input format:
```
! RIJCOSX wB97M-V def2-TZVPD def2/J DEFGRID3
* xyz 2 2
N 1.025 -1.708 1.479
C -0.316 -0.346 -2.224
H -0.656 -1.348 -1.889
H -0.911 -2.775 1.934
C -0.371 -1.796 2.198
H -0.169 -1.495 3.241
H 1.690 1.397 0.523
H -2.420 1.438 1.309
N -1.280 0.470 -0.083
N 2.790 -0.917 0.030
N 1.400 0.679 1.134
H 1.568 -2.476 1.597
H 3.135 -0.319 -0.586
N -2.056 2.428 -0.745
H 0.677 -0.574 -2.319
C -1.047 0.659 -1.448
H -1.025 -1.014 1.744
H -0.612 -0.171 -3.235
H -1.121 2.418 -2.804
H 3.184 -1.790 0.069
C -1.402 1.964 -1.801
H -2.338 3.425 -0.727
C 1.689 -0.609 0.857
C -1.918 1.510 0.300
H 0.485 0.949 1.446
*
```

4.
ORCA calculation (the ωB97M-V functional and the def2-TZVPD basis) on a gas-phase ion, C9H8NO3S (charge -1).

Computed properties:
* energy above the lowest of the compared OMol25 structures with the same formula, charge and spin: 1.690 eV
* Kohn-Sham gap: 6.96 eV
* M: 210.23 g mol⁻¹
* HOMO level: -3.905 eV

The geometry in ORCA input format:
```
! RIJCOSX wB97M-V def2-TZVPD def2/J DEFGRID3
* xyz -1 1
H -2.336 -2.276 -1.741
H 0.489 2.261 0.415
H 0.987 3.710 -0.385
O -0.870 1.277 1.827
S 2.452 1.745 -0.421
C 2.163 0.131 0.105
C -3.005 -0.995 -0.024
H -3.208 0.299 1.620
O 3.099 -1.960 0.483
N 1.071 -0.526 0.334
C -1.159 0.372 1.021
C 0.841 2.688 -0.477
C -2.562 -0.138 0.944
H 1.546 -1.417 0.723
H -0.172 -1.736 -1.472
H -4.041 -1.450 0.138
C -0.303 -0.320 0.123
C 3.448 -0.849 0.108
C -2.156 -1.557 -0.968
H 0.074 2.446 -1.229
C -0.796 -1.296 -0.754
O 4.438 -0.410 -0.371
*
```

Max |F| readings, ordered: 5.3 8.8 7.3 3.4 eV Å⁻¹
E readings, ordered: -370.38133 -956.47345 -510.11044 -1026.43209 Ha